[1]
Formula: C30H80O10
Source: OMol25
Level of theory: wB97M-V/def2-TZVPD

Positions of all 120 atoms, in Å:
C 13.706 -17.397 -6.611
C 13.883 -17.436 -8.163
C 12.815 -18.257 -8.920
O 13.752 -16.061 -8.526
H 12.958 -16.650 -6.344
H 14.593 -17.094 -6.054
H 13.454 -18.397 -6.261
H 14.820 -17.977 -8.289
H 12.584 -19.232 -8.490
H 13.118 -18.362 -9.962
H 11.894 -17.674 -8.938
H 14.126 -15.374 -7.970
C 10.425 -13.636 -3.009
C 11.303 -12.566 -3.658
C 11.780 -12.875 -5.074
O 10.741 -11.227 -3.510
H 9.592 -13.966 -3.630
H 10.164 -13.190 -2.049
H 11.056 -14.399 -2.553
H 12.203 -12.420 -3.062
H 10.905 -13.287 -5.575
H 12.513 -13.680 -5.129
H 12.164 -11.998 -5.595
H 11.203 -10.666 -4.137
C 5.284 -15.093 -8.502
C 5.611 -13.847 -9.357
C 4.851 -12.680 -8.735
O 7.005 -13.676 -9.382
H 6.133 -15.155 -7.820
H 5.136 -16.009 -9.073
H 4.334 -14.948 -7.987
H 5.416 -14.174 -10.378
H 4.591 -12.695 -7.676
H 3.851 -12.551 -9.149
H 5.323 -11.699 -8.794
H 7.342 -14.277 -10.051
C 7.525 -15.808 -13.106
C 8.112 -16.514 -11.883
C 9.489 -17.217 -12.095
O 8.508 -15.551 -10.895
H 7.352 -16.559 -13.876
H 8.270 -15.098 -13.464
H 6.595 -15.289 -12.876
H 7.444 -17.321 -11.581
H 10.252 -16.497 -12.389
H 9.319 -17.846 -12.969
H 9.873 -17.695 -11.194
H 9.368 -15.798 -10.548
C 13.229 -17.000 -13.645
C 14.267 -16.191 -12.915
C 13.795 -15.139 -11.870
O 15.168 -16.959 -12.173
H 13.670 -17.603 -14.438
H 12.362 -16.495 -14.072
H 12.768 -17.757 -13.011
H 14.946 -15.693 -13.607
H 13.157 -15.741 -11.222
H 13.185 -14.353 -12.313
H 14.440 -14.567 -11.204
H 14.997 -16.837 -11.237
C 6.409 -18.962 -9.208
C 7.833 -19.375 -8.893
C 8.347 -18.637 -7.608
O 7.826 -20.801 -8.887
H 5.602 -19.365 -8.595
H 6.221 -19.348 -10.210
H 6.413 -17.873 -9.264
H 8.489 -19.085 -9.714
H 7.675 -19.072 -6.868
H 8.201 -17.570 -7.440
H 9.335 -19.001 -7.326
H 7.931 -21.034 -7.962
C 5.357 -11.233 -11.776
C 6.832 -10.997 -11.895
C 7.022 -9.552 -12.529
O 7.451 -11.118 -10.715
H 4.832 -10.761 -12.607
H 4.858 -10.834 -10.892
H 5.194 -12.300 -11.927
H 7.302 -11.649 -12.631
H 6.647 -8.781 -11.856
H 6.551 -9.444 -13.506
H 8.082 -9.408 -12.740
H 7.698 -12.031 -10.551
C 9.590 -15.078 -7.654
C 10.310 -14.438 -8.861
C 11.468 -13.540 -8.524
O 10.954 -15.454 -9.648
H 8.704 -15.606 -8.007
H 9.227 -14.389 -6.892
H 10.271 -15.691 -7.064
H 9.575 -13.908 -9.466
H 11.236 -12.749 -7.811
H 12.107 -13.135 -9.309
H 12.193 -14.109 -7.941
H 11.883 -15.494 -9.411
C 10.634 -12.330 -11.938
C 10.931 -11.239 -10.999
C 12.421 -10.904 -10.919
O 10.301 -10.052 -11.256
H 11.003 -12.311 -12.964
H 9.568 -12.505 -12.080
H 10.933 -13.314 -11.578
H 10.603 -11.515 -9.997
H 12.967 -11.756 -10.513
H 12.823 -10.085 -10.322
H 12.781 -10.756 -11.937
H 9.411 -10.199 -10.927
C 13.341 -8.772 -5.786
C 11.902 -8.692 -6.347
C 11.810 -9.583 -7.624
O 11.093 -9.217 -5.403
H 13.540 -8.075 -4.972
H 14.140 -8.585 -6.502
H 13.442 -9.759 -5.334
H 11.651 -7.675 -6.647
H 12.803 -9.559 -8.072
H 10.992 -9.283 -8.279
H 11.575 -10.604 -7.326
H 10.268 -9.538 -5.773

Calculated values
Relative energy (zero: lowest compared OMol25 entry of this formula, charge and spin): 454.4 kJ/mol
HOMO-LUMO gap: 0.36746 Eh
Structure (SMILES): CC(C)O.CC(C)O.CC(C)O.CC(C)O.CC(C)O.CC(C)O.CC(C)O.CC(C)O.CC(C)O.CC(C)O
E_LUMO: 0.3218 eV
HOMO energy: -9.7 eV

[2]
Formula: C30H80O10
Source: OMol25
Level of theory: wB97M-V/def2-TZVPD

Positions of all 120 atoms, in Å:
C -2.641 -3.017 -2.928
C -2.516 -2.053 -1.791
C -3.796 -1.773 -1.039
O -1.544 -2.617 -0.916
H -3.138 -4.006 -2.654
H -1.589 -3.007 -3.201
H -3.228 -2.458 -3.698
H -2.067 -1.323 -2.103
H -3.496 -1.206 -0.092
H -4.262 -2.680 -0.561
H -4.467 -1.184 -1.741
H -1.220 -1.780 -0.651
C -3.733 3.759 -2.811
C -3.624 2.329 -3.334
C -3.192 2.236 -4.820
O -2.861 1.633 -2.544
H -4.582 3.822 -1.981
H -4.261 4.392 -3.453
H -2.751 4.302 -2.666
H -4.672 2.040 -3.350
H -2.641 1.131 -4.991
H -2.056 2.701 -5.054
H -4.077 2.625 -5.393
H -3.187 1.484 -1.727
C 4.482 0.456 -0.644
C 4.582 -1.062 -0.302
C 5.628 -1.536 0.729
O 3.326 -1.415 0.075
H 5.560 0.763 -0.829
H 4.289 1.049 0.156
H 3.793 0.399 -1.541
H 4.583 -1.528 -1.261
H 5.183 -0.979 1.711
H 6.641 -1.115 0.523
H 5.751 -2.604 0.899
H 3.402 -2.361 0.408
C 3.365 4.775 -2.068
C 3.172 3.866 -0.928
C 1.728 3.519 -0.522
O 3.901 2.727 -0.983
H 2.491 5.636 -2.241
H 3.304 4.111 -2.963
H 4.282 5.202 -1.610
H 3.594 4.288 0.024
H 0.986 4.382 -0.281
H 1.642 2.791 0.468
H 1.142 3.014 -1.322
H 3.518 2.171 -1.599
C -2.249 -0.095 6.846
C -1.481 -1.343 6.305
C -2.030 -2.746 6.785
O -1.521 -1.329 4.876
H -3.354 -0.155 6.646
H -1.810 0.794 6.457
H -1.970 -0.093 7.845
H -0.380 -1.154 6.663
H -1.784 -3.055 7.742
H -1.294 -3.535 6.389
H -3.013 -2.955 6.489
H -0.608 -1.501 4.610
C 1.490 -4.299 -0.555
C 2.712 -4.947 0.065
C 3.667 -5.320 -1.182
O 3.456 -4.124 0.994
H 0.987 -4.942 -1.305
H 1.992 -3.241 -1.006
H 0.847 -3.970 0.128
H 2.419 -5.656 0.625
H 4.460 -6.011 -1.009
H 3.817 -4.330 -1.673
H 2.948 -5.912 -1.665
H 3.299 -4.550 1.895
C 2.715 1.412 3.445
C 2.161 1.994 4.763
C 1.223 1.028 5.355
O 3.180 1.931 5.747
H 2.005 1.515 2.588
H 2.767 0.380 3.424
H 3.810 1.572 3.519
H 1.674 2.920 4.591
H 1.119 1.059 6.414
H 1.664 0.075 5.327
H 0.299 1.217 4.878
H 3.808 2.787 5.541
C 1.101 -1.373 -4.243
C 0.740 -1.805 -5.693
C -0.480 -1.217 -6.303
O 1.820 -1.773 -6.555
H 1.903 -1.933 -4.101
H 0.363 -1.601 -3.597
H 1.265 -0.375 -4.177
H 0.463 -2.892 -5.723
H -0.817 -1.844 -7.220
H -0.428 -0.221 -6.590
H -1.437 -0.958 -5.630
H 1.455 -2.281 -7.226
C -5.359 1.441 2.221
C -4.989 2.129 0.942
C -4.057 3.360 1.298
O -4.513 1.215 0.000
H -5.872 2.040 2.704
H -4.466 1.123 2.746
H -6.012 0.549 2.169
H -5.838 2.463 0.482
H -4.368 4.119 1.879
H -3.780 3.713 0.212
H -3.124 2.903 1.538
H -4.350 0.463 0.418
C -0.040 1.180 -1.279
C 0.328 0.674 0.140
C -0.885 0.547 1.065
O 0.774 -0.612 0.007
H -0.714 1.858 -1.216
H -0.438 0.354 -1.818
H 0.878 1.469 -1.717
H 1.205 1.092 0.450
H -0.803 0.062 2.059
H -1.659 -0.222 0.651
H -1.192 1.645 1.321
H 1.613 -0.668 -0.187

Calculated values
Relative energy (zero: lowest compared OMol25 entry of this formula, charge and spin): 1662.1 kJ/mol
HOMO-LUMO gap: 0.36116 Eh
Structure (SMILES): CC(C)O.CC(C)O.CC(C)O.CC(C)O.CC(C)O.CC(C)O.CC(C)O.CC(C)O.CC(C)O.CC(C)O
E_LUMO: 0.4306 eV
HOMO energy: -9.4 eV

- Which formula does entry 2 have?
  C30H80O10

- Which of these has the lowest relative energy (zero: lowest compared OMol25 entry of this formula, charge and spin)?
  number 1

- The lowest relative energy (zero: lowest compared OMol25 entry of this formula, charge and spin) belongs to which entry?
  number 1

- E_LUMO of number 1 (C30H80O10)?
  0.3218 eV